ORCA calculation (ωB97M-V/def2-TZVPD) on a cluster of 2 separate species, CF3NO2 in total in a non-equilibrium geometry.

Computed properties:
E_HOMO: -12.7 eV
Energy: -14769.350 eV
ΔE to the lowest compared entry with this formula, charge and spin: 2.044 eV
Kohn-Sham gap: 11.243 eV
LUMO energy: -1.5 eV

```
! RIJCOSX wB97M-V def2-TZVPD def2/J DEFGRID3
* xyz 0 1
C -0.5742 -0.1376 0.1138
N 0.9756 0.1123 -0.0243
O 1.5927 -0.2598 -0.9599
O 1.3212 0.6849 0.9572
F -1.4090 0.8128 -1.1752
F -1.1167 0.1956 1.2271
F -0.7896 -1.4083 -0.1387
*
```

Need the Mulliken charges? In units of e they are: 0.68 0.97 -0.49 -0.50 -0.39 -0.12 -0.16